[1]
This record from the OMol25 dataset describes C56H53BaBr2Cl4GeN5O5Se2 as an isolated structure. The level of theory is ωB97M-V/def2-TZVPD.

Results
Energy relative to the best compared isomer or geometry (same formula, charge and spin) in kJ/mol: 126.8
Kohn-Sham gap in eV: 7.419

Positions of all 129 atoms, in Å:
Ba (1.0506, -0.4941, -1.1815)
Se (-1.9215, -2.2996, 2.1490)
Se (0.3645, -2.1033, 1.8550)
C (0.9763, -1.2929, 3.4768)
C (0.1776, -0.8350, 4.5117)
C (0.8170, -0.3421, 5.6396)
C (2.2036, -0.3130, 5.6787)
C (2.9021, -0.7781, 4.5734)
N (2.3015, -1.2725, 3.4914)
C (-2.6124, -1.1900, 0.7310)
C (-3.9592, -0.8421, 0.8371)
C (-4.5466, -0.1318, -0.1946)
C (-3.7722, 0.2142, -1.2967)
C (-2.4451, -0.1753, -1.3072)
N (-1.8682, -0.8692, -0.3154)
H (-0.9001, -0.8695, 4.4363)
H (0.2338, 0.0229, 6.4775)
H (2.7388, 0.0756, 6.5369)
H (3.9878, -0.7608, 4.5532)
H (-4.5261, -1.1187, 1.7187)
H (-5.5908, 0.1552, -0.1356)
H (-4.1808, 0.7729, -2.1299)
H (-1.8072, 0.0935, -2.1500)
C (-2.4198, 1.9831, 2.8896)
C (-0.9617, 2.1549, 3.2166)
C (-0.5700, 2.7474, 4.4401)
C (0.7580, 2.8945, 4.7206)
C (1.7251, 2.4564, 3.7857)
C (3.1224, 2.5706, 3.9619)
Br (3.8292, 3.3000, 5.5711)
C (3.9917, 2.1518, 2.9916)
C (3.5119, 1.6124, 1.7961)
Br (4.7454, 1.0482, 0.4732)
C (2.1513, 1.4640, 1.5217)
O (1.6823, 1.0161, 0.4133)
C (1.2416, 1.8846, 2.5815)
N (-0.0848, 1.7494, 2.3287)
H (-2.9330, 2.9492, 2.8621)
H (-2.9183, 1.3688, 3.6477)
H (-2.5212, 1.4991, 1.9210)
H (-1.3294, 3.0793, 5.1419)
H (1.0845, 3.3457, 5.6478)
H (5.0594, 2.2410, 3.1406)
Cl (4.6165, -1.9929, -5.3951)
C (3.2671, -3.0888, -5.4625)
C (2.5119, -3.1438, -6.6192)
C (1.4518, -4.0258, -6.6978)
C (1.1307, -4.8142, -5.6043)
C (1.8667, -4.7278, -4.4372)
Cl (1.3042, -5.6038, -3.0545)
C (2.9965, -3.8883, -4.3352)
N (3.7691, -3.7636, -3.1901)
C (4.2296, -4.8183, -2.3632)
C (4.5448, -6.0762, -2.8842)
C (5.0082, -7.0809, -2.0531)
C (5.1845, -6.8311, -0.6979)
C (4.8801, -5.5802, -0.1892)
C (4.3945, -4.5601, -1.0038)
C (4.0732, -3.2159, -0.4103)
C (2.9338, -2.4616, -1.1020)
O (3.2140, -1.4656, -1.8235)
O (1.7525, -2.8329, -0.8849)
H (2.7744, -2.5037, -7.4516)
H (0.8645, -4.0881, -7.6054)
H (0.2808, -5.4832, -5.6296)
H (4.1836, -2.8597, -3.0402)
H (4.4078, -6.2531, -3.9450)
H (5.2359, -8.0593, -2.4650)
H (5.5543, -7.6095, -0.0381)
H (5.0036, -5.3864, 0.8736)
H (4.9501, -2.5633, -0.4125)
H (3.7722, -3.3881, 0.6234)
Cl (1.1281, 6.8978, -5.5619)
C (0.2502, 5.6136, -6.3476)
C (-0.6275, 5.9478, -7.3612)
C (-1.3114, 4.9450, -8.0229)
C (-1.1311, 3.6268, -7.6490)
C (-0.2751, 3.2982, -6.6128)
Cl (-0.1898, 1.6396, -6.1241)
C (0.4705, 4.2811, -5.9332)
N (1.3353, 3.9978, -4.8633)
C (2.4227, 3.0771, -4.9221)
C (2.9886, 2.7079, -6.1375)
C (4.0730, 1.8468, -6.1552)
C (4.6150, 1.3738, -4.9745)
C (4.0642, 1.7446, -3.7584)
C (2.9617, 2.5830, -3.7100)
C (2.3228, 2.9566, -2.3887)
C (0.8751, 2.4933, -2.2922)
O (-0.0544, 3.2555, -1.7811)
O (0.6166, 1.3395, -2.6339)
H (-0.7524, 6.9889, -7.6334)
H (-1.9919, 5.1929, -8.8288)
H (-1.6760, 2.8284, -8.1429)
H (1.5280, 4.8071, -4.2969)
H (2.5754, 3.0944, -7.0613)
H (4.5039, 1.5506, -7.1053)
H (5.4628, 0.7029, -4.9989)
H (4.4719, 1.3513, -2.8300)
H (2.4454, 4.0185, -2.1512)
H (2.8245, 2.4104, -1.5783)
C (-4.1489, 5.9904, 1.2213)
C (-3.4990, 6.9838, 0.2642)
C (-2.0184, 6.7049, 0.0146)
C (-1.7656, 5.3896, -0.7203)
Ge (0.1346, 4.9583, -1.0404)
C (1.2197, 4.6488, 0.5764)
C (1.5646, 5.8149, 1.5078)
C (2.8711, 6.5131, 1.1442)
C (2.8599, 7.1344, -0.2498)
H (-5.1503, 6.3163, 1.5093)
H (-3.5536, 5.8926, 2.1354)
H (-4.2398, 4.9967, 0.7748)
H (-3.6041, 7.9943, 0.6634)
H (-4.0306, 6.9748, -0.6941)
H (-1.4962, 6.6966, 0.9815)
H (-1.5901, 7.5353, -0.5583)
H (-2.2761, 5.3926, -1.6897)
H (-2.1703, 4.5400, -0.1586)
H (0.7415, 5.8051, -2.1739)
H (2.1405, 4.1243, 0.2967)
H (0.6148, 3.9087, 1.0967)
H (1.6517, 5.4276, 2.5268)
H (0.7519, 6.5542, 1.5364)
H (3.6887, 5.7870, 1.2150)
H (3.0843, 7.2819, 1.8913)
H (2.8809, 6.3710, -1.0329)
H (3.7299, 7.7764, -0.4031)
H (1.9632, 7.7466, -0.4041)

[2]
This record from the OMol25 dataset describes C56H57N8O5P3S2Ta as an isolated structure. The level of theory is ωB97M-V/def2-TZVPD.

Results
Energy relative to the best compared isomer or geometry (same formula, charge and spin) in kJ/mol: 416.4
Charge: +3
Kohn-Sham gap in eV: 5.140

Positions of all 132 atoms, in Å:
Ta (1.5405, 0.6291, 0.6359)
C (-6.6750, -3.7156, -0.5842)
S (-5.1473, -2.8923, -0.0969)
C (-4.4165, -2.6108, -1.7331)
C (-3.1373, -1.7934, -1.5978)
C (-2.0526, -2.5325, -0.8279)
N (-0.8254, -1.6976, -0.6789)
P (0.3972, -1.8537, -1.9778)
C (-0.1784, -3.2079, -3.0210)
C (0.3616, -4.4567, -2.7023)
C (-0.0241, -5.5882, -3.4051)
C (-0.9360, -5.4761, -4.4444)
C (-1.4634, -4.2347, -4.7829)
C (-1.0918, -3.1055, -4.0729)
C (0.1014, -0.3296, -2.9867)
C (-0.1428, 0.8205, -2.0321)
C (-1.0402, 2.3231, -3.6999)
C (0.0287, 2.1762, -4.7665)
C (0.6722, 1.0302, -4.9980)
C (0.4878, -0.2122, -4.2621)
P (-0.0988, -1.5905, 0.8667)
C (0.1948, -3.2791, 1.4265)
C (1.4180, -3.8969, 1.1659)
C (1.5998, -5.2353, 1.4813)
C (0.5644, -5.9638, 2.0483)
C (-0.6588, -5.3557, 2.3024)
C (-0.8474, -4.0187, 1.9969)
C (-1.2895, -0.8460, 2.1427)
C (-2.7500, -1.1132, 1.9244)
C (-3.5951, -1.1119, 2.9405)
C (-3.1162, -0.7737, 4.3144)
C (-1.7345, -1.3674, 4.5087)
C (-0.8531, -1.3269, 3.5163)
H (-7.2215, -3.9427, 0.3283)
H (-6.4588, -4.6444, -1.1075)
H (-7.2815, -3.0612, -1.2069)
H (-5.1371, -2.0737, -2.3502)
H (-4.2087, -3.5706, -2.2117)
H (-3.3687, -0.8403, -1.1087)
H (-2.7615, -1.5497, -2.5954)
H (-1.8078, -3.4610, -1.3451)
H (-2.4064, -2.8431, 0.1517)
H (1.0833, -4.5418, -1.8966)
H (0.3948, -6.5525, -3.1515)
H (-1.2305, -6.3555, -5.0011)
H (-2.1636, -4.1501, -5.6032)
H (-1.5058, -2.1445, -4.3505)
H (-1.1518, 0.6385, -1.6148)
H (-1.6117, 3.2386, -3.8023)
H (0.2951, 3.0682, -5.3204)
H (1.3960, 1.0001, -5.8024)
H (0.7658, -1.1192, -4.7901)
H (2.2245, -3.3416, 0.7106)
H (2.5526, -5.7091, 1.2843)
H (0.7083, -7.0074, 2.2943)
H (-1.4676, -5.9238, 2.7417)
H (-1.8042, -3.5598, 2.2120)
H (-3.1231, -1.2643, 0.9271)
H (-4.6472, -1.3120, 2.7746)
H (-3.8169, -1.1480, 5.0573)
H (-1.4543, -1.7454, 5.4842)
H (0.1633, -1.6804, 3.6515)
O (0.7723, 0.6347, -1.0076)
C (-0.2023, 2.2359, -2.4746)
C (0.4012, 3.3617, -1.8498)
C (0.3331, 4.5485, -2.6556)
C (0.9137, 5.7151, -2.3031)
C (1.5943, 5.8545, -1.0881)
C (1.6555, 4.7759, -0.2517)
C (1.0824, 3.5200, -0.5539)
O (1.1512, 2.6587, 0.4270)
N (0.8314, 6.8634, -3.2316)
O (1.3491, 7.8897, -2.8622)
O (0.2554, 6.6788, -4.2804)
H (-1.7198, 1.4680, -3.7402)
H (-0.1524, 4.5371, -3.6176)
H (2.0457, 6.8035, -0.8305)
H (2.1437, 4.8583, 0.7098)
S (4.8677, -2.3504, 1.7929)
C (4.6678, -2.5497, 0.1137)
C (3.6730, -1.7641, -0.3969)
C (3.0379, -0.9615, 0.5920)
C (3.6096, -1.1778, 1.8259)
C (3.2991, -0.3433, 2.9717)
C (3.8196, -0.5257, 4.2489)
C (3.5551, 0.4057, 5.2320)
C (2.7867, 1.5289, 4.9261)
C (2.2755, 1.6411, 3.6584)
N (2.4889, 0.7174, 2.6959)
H (5.2914, -3.2523, -0.4180)
H (3.3929, -1.7850, -1.4402)
H (4.4431, -1.3857, 4.4526)
H (3.9615, 0.2765, 6.2265)
H (2.5986, 2.3012, 5.6576)
H (1.6994, 2.5054, 3.3648)
N (5.8558, 1.8775, -4.4055)
C (4.6925, 1.7103, -3.7606)
O (3.6459, 1.3971, -4.3027)
C (4.6880, 1.9602, -2.2711)
C (5.5776, 2.7572, -1.5688)
C (5.3831, 2.9378, -0.2048)
C (4.3057, 2.3316, 0.4065)
N (3.4429, 1.5550, -0.2702)
C (3.6433, 1.3732, -1.5784)
H (5.8710, 1.7284, -5.4028)
H (6.7340, 2.0183, -3.9384)
H (6.4001, 3.2633, -2.0592)
H (6.0531, 3.5544, 0.3771)
H (4.1145, 2.4680, 1.4629)
H (2.9465, 0.7508, -2.1233)
C (-4.0922, 1.8594, 2.4492)
N (-3.1789, 2.4081, 1.4118)
C (-2.5741, 3.6367, 1.8897)
N (-1.9075, 3.3959, 3.1610)
C (-2.9431, 3.0588, 4.1477)
N (-3.6197, 1.8139, 3.8337)
C (-2.8881, 0.7499, 4.5407)
P (-0.8221, 0.9720, 1.8406)
C (-2.2169, 1.5874, 0.7325)
C (-0.7826, 2.5285, 3.0319)
H (-4.4716, 0.9024, 2.1192)
H (-4.9288, 2.5622, 2.4525)
H (-3.3451, 4.3907, 2.0435)
H (-1.8612, 4.0153, 1.1520)
H (-3.6504, 3.8896, 4.1398)
H (-2.4999, 3.0064, 5.1408)
H (-1.8160, 0.8985, 4.4187)
H (-3.0777, 0.9304, 5.6013)
H (-2.6867, 0.7230, 0.2685)
H (-1.7615, 2.1955, -0.0539)
H (-0.0174, 3.0681, 2.4637)
H (-0.3820, 2.2435, 4.0012)

[3]
This record from the OMol25 dataset describes a 3-piece molecular cluster, C56H58BrFN2O7 overall. The level of theory is ωB97M-V/def2-TZVPD.

Results
SMILES: CCCCCCCCCCCCCc1c(COCC)c(F)c(N)c2c1C(=O)C(Br)=C(NCC)C2=O.O=C1c2ccccc2C(=O)c2ccccc21.O=C1c2ccccc2C(=O)c2ccccc21
Kohn-Sham gap in eV: 7.795

Positions of all 125 atoms, in Å:
C (-6.7634, -4.7634, 0.2888)
C (-6.2812, -4.2278, 1.6326)
C (-4.7866, -4.3965, 1.9054)
C (-3.8774, -3.1971, 1.6473)
C (-2.5531, -3.4101, 2.3813)
C (-1.8826, -2.2184, 3.0442)
C (-1.5173, -0.9753, 2.2143)
C (-2.1934, 0.3163, 2.6752)
C (-1.2140, 1.3224, 3.2786)
C (-0.2737, 2.2174, 2.4278)
C (-0.5614, 2.4451, 0.9628)
C (0.2546, 3.6402, 0.5224)
C (0.1019, 4.1805, -0.9236)
C (-0.7382, 3.3837, -1.8636)
C (-2.1164, 3.6731, -1.9908)
C (-2.7085, 4.8014, -1.1707)
O (-4.0311, 5.1595, -1.4253)
C (-4.1954, 5.8998, -2.6235)
C (-5.6195, 5.7965, -3.0842)
C (-2.8683, 2.8736, -2.8417)
F (-4.1844, 3.0577, -2.9831)
C (-2.3382, 1.8234, -3.6024)
N (-3.2252, 1.1337, -4.4234)
C (-0.9696, 1.5840, -3.4903)
C (-0.1880, 2.3518, -2.6303)
C (1.2376, 2.0094, -2.5737)
O (1.9144, 2.1211, -1.5973)
C (1.7897, 1.5232, -3.8297)
Br (3.5800, 1.9324, -4.1352)
C (1.0620, 0.8332, -4.7128)
N (1.5737, 0.3813, -5.9301)
C (0.6238, 0.0067, -6.9897)
C (-0.2601, 1.1440, -7.4647)
C (-0.3219, 0.5304, -4.2829)
O (-0.8430, -0.5124, -4.5682)
H (-7.3937, -5.6294, 0.4054)
H (-7.3385, -4.0373, -0.2602)
H (-5.9372, -5.0445, -0.3470)
H (-6.8066, -4.7761, 2.4002)
H (-6.5664, -3.1962, 1.7756)
H (-4.4195, -5.2253, 1.3155)
H (-4.6661, -4.7028, 2.9353)
H (-3.6829, -3.1390, 0.5823)
H (-4.3552, -2.2644, 1.9299)
H (-1.8580, -3.9215, 1.7392)
H (-2.7734, -4.1098, 3.1764)
H (-0.9570, -2.5983, 3.4549)
H (-2.4883, -1.9451, 3.9000)
H (-0.4518, -0.8406, 2.3149)
H (-1.7172, -1.1604, 1.1659)
H (-2.8365, 0.7174, 1.9084)
H (-2.8568, 0.0547, 3.4877)
H (-0.5601, 0.7071, 3.8808)
H (-1.7472, 1.9348, 3.9882)
H (-0.2887, 3.1997, 2.8845)
H (0.7389, 1.8688, 2.5602)
H (-0.2784, 1.5739, 0.3856)
H (-1.6123, 2.6517, 0.8344)
H (0.0099, 4.4599, 1.1851)
H (1.2996, 3.4288, 0.6835)
H (1.0826, 4.2654, -1.3546)
H (-0.2717, 5.1838, -0.8751)
H (-2.6655, 4.5124, -0.1297)
H (-2.0721, 5.6708, -1.2652)
H (-3.5089, 5.5565, -3.3875)
H (-3.9606, 6.9392, -2.4153)
H (-5.9082, 6.7165, -3.5694)
H (-6.2597, 5.6549, -2.2299)
H (-5.7613, 4.9782, -3.7673)
H (-2.7449, 0.4831, -5.0221)
H (-3.8938, 0.6013, -3.8932)
H (2.1217, 1.1512, -6.2924)
H (1.2238, -0.3329, -7.8189)
H (0.0274, -0.8327, -6.6847)
H (-1.1563, 1.2349, -6.8696)
H (-0.5871, 0.9630, -8.4769)
H (0.2633, 2.0900, -7.4484)
O (3.4781, -5.8150, -0.5778)
C (2.4730, -5.7176, -1.2487)
C (2.2622, -4.5606, -2.1650)
C (3.2525, -3.5930, -2.2666)
C (3.0940, -2.5326, -3.1424)
C (1.9425, -2.4284, -3.9158)
C (0.9421, -3.3786, -3.8017)
C (1.0980, -4.4481, -2.9305)
C (0.0090, -5.4601, -2.8292)
O (-1.0225, -5.3401, -3.4569)
C (0.2306, -6.6323, -1.9317)
C (-0.7526, -7.6092, -1.8454)
C (-0.5578, -8.7149, -1.0370)
C (0.6206, -8.8505, -0.3109)
C (1.5996, -7.8758, -0.3859)
C (1.4080, -6.7622, -1.1926)
H (4.1445, -3.6861, -1.6637)
H (3.8698, -1.7826, -3.2283)
H (1.8345, -1.6063, -4.6128)
H (0.0408, -3.3022, -4.3927)
H (-1.6628, -7.4933, -2.4162)
H (-1.3239, -9.4757, -0.9721)
H (0.7730, -9.7190, 0.3154)
H (2.5176, -7.9681, 0.1765)
O (3.5111, 1.0188, 4.7638)
C (4.3278, 1.8682, 5.0469)
C (4.5301, 2.3101, 6.4571)
C (3.7821, 1.7141, 7.4635)
C (3.9762, 2.0889, 8.7812)
C (4.9194, 3.0600, 9.0999)
C (5.6594, 3.6656, 8.0998)
C (5.4657, 3.2970, 6.7753)
C (6.2629, 3.9759, 5.7115)
O (7.0377, 4.8676, 5.9838)
C (6.0739, 3.5197, 4.3038)
C (6.8239, 4.1118, 3.2965)
C (6.6776, 3.6877, 1.9873)
C (5.7823, 2.6694, 1.6774)
C (5.0263, 2.0816, 2.6758)
C (5.1662, 2.5055, 3.9908)
H (3.0554, 0.9580, 7.2033)
H (3.3945, 1.6223, 9.5645)
H (5.0752, 3.3445, 10.1316)
H (6.3911, 4.4252, 8.3344)
H (7.5179, 4.9003, 3.5494)
H (7.2634, 4.1492, 1.2041)
H (5.6735, 2.3362, 0.6542)
H (4.3244, 1.2926, 2.4462)